(1)
C38H40FMnN6O6 | ωB97M-V with the def2-TZVPD basis set

HOMO-LUMO gap (alpha / beta): 5.39 / 4.96 eV
HOMO (alpha / beta): -0.3177 / -0.3017 Eh
Spin multiplicity: 2
Total charge: +1

Positions of all 92 atoms, in Å:
Mn1 -0.126 0.976 0.091
C1 -0.370 8.450 2.835
O1 0.037 7.274 2.155
C2 0.898 7.417 1.107
C3 1.423 8.620 0.675
C4 2.276 8.648 -0.427
C5 2.580 7.478 -1.092
C6 2.047 6.264 -0.660
C7 1.222 6.215 0.452
N1 0.612 5.060 0.972
C8 0.815 3.752 0.604
N2 2.090 3.401 0.369
C9 2.601 2.168 -0.109
C10 1.828 1.034 -0.284
C11 2.515 -0.100 -0.768
C12 3.863 -0.100 -1.051
C13 4.619 1.062 -0.850
C14 3.983 2.189 -0.379
O2 4.606 3.388 -0.133
C15 5.963 3.505 -0.520
N3 -0.169 2.895 0.594
C16 -1.497 3.401 0.733
C17 -2.248 3.090 1.852
C18 -3.576 3.489 1.958
C19 -4.152 4.204 0.926
C20 -3.414 4.521 -0.212
C21 -2.091 4.116 -0.315
O3 -1.296 4.350 -1.389
C22 -1.879 4.996 -2.508
H1 -1.054 8.131 3.615
H2 -0.886 9.134 2.157
H3 0.486 8.957 3.284
H4 1.174 9.539 1.186
H5 2.688 9.592 -0.759
H6 3.223 7.494 -1.962
H7 2.260 5.363 -1.218
H8 -0.249 5.232 1.468
H9 2.786 4.106 0.553
H10 1.953 -1.015 -0.935
H11 4.352 -0.989 -1.432
H12 5.675 1.072 -1.072
H13 6.597 2.831 0.059
H14 6.255 4.530 -0.315
H15 6.083 3.290 -1.584
H16 -1.771 2.522 2.642
H17 -4.151 3.236 2.840
H18 -5.187 4.516 0.988
H19 -3.884 5.065 -1.018
H20 -1.102 5.055 -3.263
H21 -2.214 6.005 -2.252
H22 -2.721 4.418 -2.896
C23 -4.510 -5.292 -0.115
C24 -3.810 -4.724 -1.339
N4 -2.755 -3.759 -0.998
C25 -2.990 -2.440 -1.173
C26 -2.177 -1.427 -0.779
C27 -2.608 -0.011 -1.132
O4 -3.747 0.132 -1.543
O5 -1.720 0.904 -0.993
C28 -0.996 -1.751 -0.051
O6 -0.221 -0.932 0.477
C29 -0.695 -3.194 0.087
C30 0.506 -3.578 0.674
C31 0.817 -4.900 0.780
F1 1.957 -5.265 1.407
C32 -0.027 -5.900 0.268
C33 -1.215 -5.518 -0.310
C34 -1.577 -4.162 -0.394
N5 0.307 -7.285 0.318
C35 -0.492 -8.145 1.182
C36 -0.655 -9.507 0.481
N6 0.414 -9.593 -0.576
C37 1.748 -9.213 0.004
C38 1.706 -7.704 0.326
H23 -5.265 -6.015 -0.425
H24 -5.007 -4.499 0.443
H25 -3.813 -5.790 0.560
H26 -4.522 -4.182 -1.956
H27 -3.391 -5.507 -1.973
H28 -3.918 -2.176 -1.668
H29 1.177 -2.817 1.054
H30 -1.853 -6.284 -0.732
H31 -1.468 -7.703 1.355
H32 -0.010 -8.279 2.158
H33 -1.611 -9.613 -0.028
H34 -0.512 -10.347 1.156
H35 0.183 -8.881 -1.275
H36 0.431 -10.507 -1.024
H37 2.521 -9.470 -0.716
H38 1.878 -9.824 0.894
H39 2.251 -7.138 -0.426
H40 2.196 -7.550 1.288

***

(2)
C38H40N3OsP2Sb2Se2 | ωB97M-V with the def2-TZVPD basis set

HOMO-LUMO gap (alpha / beta): 6.41 / 4.91 eV
HOMO (alpha / beta): -0.5603 / -0.5751 Eh
Spin multiplicity: 5
Total charge: +3

Positions of all 88 atoms, in Å:
Os1 1.972 -0.353 1.135
Se1 -4.138 -3.400 0.606
P1 -3.160 -2.337 -1.036
C1 -4.075 -0.874 -1.555
C2 -4.767 -0.142 -0.589
C3 -5.475 0.984 -0.970
C4 -5.495 1.376 -2.304
C5 -4.805 0.646 -3.261
C6 -4.097 -0.488 -2.894
C7 -2.794 -3.406 -2.430
C8 -1.532 -3.984 -2.552
C9 -1.299 -4.889 -3.574
C10 -2.315 -5.213 -4.462
C11 -3.575 -4.646 -4.329
C12 -3.827 -3.748 -3.306
C13 -1.632 -1.804 -0.249
C14 -0.544 -0.990 -0.545
N1 0.204 -1.010 0.590
N2 -0.370 -1.774 1.510
N3 -1.470 -2.259 1.018
P2 0.113 0.077 -1.830
Se2 2.251 0.340 -1.127
C15 0.061 -0.711 -3.435
C16 1.020 -1.681 -3.730
C17 0.972 -2.330 -4.950
C18 -0.025 -2.017 -5.867
C19 -0.975 -1.049 -5.569
C20 -0.936 -0.384 -4.354
C21 -0.837 1.603 -1.782
C22 -1.719 1.850 -0.729
C23 -2.451 3.026 -0.717
C24 -2.305 3.952 -1.742
C25 -1.405 3.716 -2.774
C26 -0.666 2.546 -2.797
H1 -4.774 -0.470 0.444
H2 -6.033 1.544 -0.232
H3 -6.071 2.243 -2.600
H4 -4.842 0.944 -4.301
H5 -3.577 -1.076 -3.639
H6 -0.750 -3.750 -1.841
H7 -0.327 -5.356 -3.666
H8 -2.130 -5.926 -5.255
H9 -4.370 -4.918 -5.011
H10 -4.819 -3.330 -3.181
H11 1.807 -1.909 -3.021
H12 1.721 -3.072 -5.193
H13 -0.052 -2.519 -6.825
H14 -1.736 -0.795 -6.295
H15 -1.667 0.381 -4.127
H16 -1.854 1.123 0.063
H17 -3.145 3.218 0.091
H18 -2.895 4.859 -1.740
H19 -1.276 4.449 -3.559
H20 0.045 2.370 -3.597
C27 -0.621 3.338 3.026
Sb1 0.932 1.984 2.416
C28 0.708 0.556 4.014
C29 2.728 3.125 3.069
C30 3.156 2.654 4.387
C31 2.490 3.121 5.528
C32 2.819 2.669 6.784
C33 3.829 1.701 6.939
C34 4.503 1.231 5.839
C35 4.217 1.707 4.547
C36 5.059 1.276 3.436
Sb2 4.280 -0.464 2.284
C37 4.356 -1.916 3.842
C38 6.114 -0.838 1.276
H21 -0.546 3.475 4.104
H22 -1.589 2.910 2.777
H23 -0.495 4.288 2.512
H24 0.844 1.043 4.979
H25 1.435 -0.258 3.924
H26 -0.290 0.125 3.956
H27 2.366 4.153 3.096
H28 3.461 3.012 2.278
H29 1.717 3.872 5.407
H30 2.302 3.056 7.652
H31 4.089 1.345 7.927
H32 5.305 0.513 5.964
H33 6.008 0.874 3.788
H34 5.235 2.041 2.682
H35 5.374 -1.958 4.228
H36 4.091 -2.893 3.442
H37 3.671 -1.662 4.649
H38 6.900 -0.943 2.023
H39 6.351 -0.013 0.607
H40 6.041 -1.760 0.702

***

(3)
C38H40N5NaO3S6Sb2 | ωB97M-V with the def2-TZVPD basis set

HOMO-LUMO gap: 4.70 eV
HOMO: -0.0515 Eh
ΔE to the lowest compared entry with this formula, charge and spin: 1.961 eV
Total charge: -2

Positions of all 95 atoms, in Å:
Na1 0.197 2.513 -0.881
C1 0.635 3.892 3.690
N1 1.171 4.151 2.377
C2 2.588 4.412 2.309
C3 0.476 4.067 1.231
O1 0.994 4.273 0.144
C4 -0.999 3.763 1.331
O2 -1.413 3.374 0.057
C5 -2.799 3.158 0.018
C6 -3.187 2.479 -1.309
O3 -2.572 1.316 -1.467
N2 -4.636 2.406 -1.351
C7 -5.135 1.558 -2.415
C8 -5.300 3.695 -1.346
H1 1.466 3.672 4.356
H2 -0.027 3.028 3.686
H3 0.090 4.761 4.073
H4 3.129 3.590 2.776
H5 2.814 5.352 2.819
H6 2.865 4.476 1.260
H7 -1.548 4.666 1.655
H8 -1.193 2.955 2.046
H9 -3.303 4.126 0.131
H10 -3.100 2.481 0.828
H11 -4.563 0.634 -2.431
H12 -5.058 2.036 -3.399
H13 -6.182 1.326 -2.209
H14 -5.359 4.096 -0.331
H15 -6.314 3.575 -1.729
H16 -4.768 4.425 -1.976
N3 4.038 -0.368 1.147
C9 3.827 -0.992 2.370
C10 4.549 -2.132 2.689
C11 4.384 -2.772 3.910
C12 3.457 -2.292 4.814
C13 2.729 -1.148 4.511
C14 2.936 -0.480 3.320
S1 2.127 1.058 2.989
N4 2.498 1.410 1.422
C15 3.296 0.727 0.695
C16 3.508 1.139 -0.690
C17 4.519 0.589 -1.489
C18 4.566 0.920 -2.829
C19 3.652 1.829 -3.330
C20 2.758 2.406 -2.434
N5 2.671 2.065 -1.166
H17 4.412 -0.978 0.437
H18 5.243 -2.522 1.960
H19 4.971 -3.652 4.140
H20 3.287 -2.801 5.752
H21 1.997 -0.762 5.205
H22 5.262 -0.082 -1.084
H23 5.313 0.469 -3.467
H24 3.611 2.081 -4.375
H25 2.068 3.169 -2.762
S2 0.122 2.708 -4.899
Sb1 -1.443 1.613 -3.570
S3 0.161 0.279 -2.350
S4 -2.556 3.631 -2.670
S5 -2.860 0.410 -4.901
S6 -0.805 0.391 1.256
Sb2 -0.962 -1.077 -0.484
C21 0.908 -2.187 -0.390
C22 1.853 -2.162 -1.400
C23 3.068 -2.808 -1.251
C24 3.355 -3.489 -0.082
C25 2.416 -3.522 0.935
C26 1.209 -2.864 0.781
C27 -1.789 -2.751 0.771
C28 -1.915 -4.025 0.234
C29 -2.187 -5.125 1.030
C30 -2.329 -4.971 2.399
C31 -2.218 -3.707 2.952
C32 -1.953 -2.616 2.141
C33 -2.218 -1.873 -2.062
C34 -3.589 -1.804 -1.920
C35 -4.410 -2.395 -2.864
C36 -3.855 -3.077 -3.932
C37 -2.482 -3.148 -4.074
C38 -1.661 -2.535 -3.142
H26 1.651 -1.615 -2.307
H27 3.794 -2.778 -2.053
H28 4.307 -3.994 0.039
H29 2.636 -4.053 1.853
H30 0.491 -2.882 1.587
H31 -1.787 -4.167 -0.832
H32 -2.277 -6.114 0.595
H33 -2.533 -5.836 3.023
H34 -2.325 -3.570 4.025
H35 -1.837 -1.630 2.574
H36 -4.009 -1.275 -1.073
H37 -5.486 -2.319 -2.771
H38 -4.494 -3.552 -4.664
H39 -2.054 -3.676 -4.917
H40 -0.584 -2.565 -3.267

***

Number 1: E -95311.4748 eV. Number 2: E -209310.6724 eV. Number 3: E -136154.2215 eV.